1.
{
  "formula": "C13H26FNO5S",
  "method": "ωB97M-V/def2-TZVPD",
  "gap_ev": 10.45,
  "smiles": "CC[C@@H](C)N(CCCOC(C)=O)S(=O)(=O)F.C1CCOC1",
  "relative_energy_kcal_mol": 0.0,
  "lumo_energy_ev": 0.7,
  "fmax_ev_per_a": 1.17,
  "total_charge": 0,
  "homo_ev": -9.725,
  "species": ["C", "C", "C", "C", "N", "C", "C", "C", "O", "C", "C", "O", "S", "O", "O", "F", "H", "H", "H", "H", "H", "H", "H", "H", "H", "H", "H", "H", "H", "H", "H", "H", "H", "H", "C", "C", "C", "O", "C", "H", "H", "H", "H", "H", "H", "H", "H"],
  "xyz": [[-3.019, -0.934, 3.091], [-2.214, -1.617, 1.967], [-0.741, -1.200, 1.993], [0.023, -1.895, 3.117], [-0.078, -1.281, 0.657], [1.316, -0.782, 0.636], [1.479, 0.370, -0.384], [2.528, 0.096, -1.439], [3.853, -0.115, -0.915], [4.303, 0.804, -0.041], [5.138, 0.217, 1.057], [4.054, 1.972, -0.132], [-0.241, -2.670, -0.169], [0.615, -2.626, -1.306], [-0.276, -3.833, 0.652], [-1.688, -2.489, -0.709], [-2.354, -0.374, 3.747], [-3.555, -1.675, 3.679], [-3.744, -0.234, 2.684], [-2.613, -1.265, 1.018], [-2.325, -2.699, 1.979], [-0.761, -0.132, 2.225], [0.286, -2.921, 2.872], [-0.630, -1.934, 3.990], [0.920, -1.361, 3.425], [1.567, -0.407, 1.623], [2.028, -1.562, 0.374], [1.639, 1.322, 0.120], [0.527, 0.472, -0.905], [2.517, 0.880, -2.197], [2.267, -0.834, -1.940], [6.130, 0.663, 1.039], [4.652, 0.400, 2.012], [5.244, -0.858, 0.928], [-2.096, 2.149, -3.744], [-2.493, 3.175, -2.684], [-2.575, 2.310, -1.434], [-1.615, 1.264, -1.606], [-1.154, 1.247, -2.960], [-1.625, 2.585, -4.623], [-2.974, 1.587, -4.069], [-1.706, 3.925, -2.575], [-3.427, 3.692, -2.900], [-3.567, 1.859, -1.328], [-2.344, 2.858, -0.520], [-0.127, 1.631, -2.985], [-1.146, 0.217, -3.320]]
}



2.
{
  "formula": "C13H26INO3",
  "method": "ωB97M-V/def2-TZVPD",
  "gap_ev": 5.93,
  "lumo_energy_ev": -1.5,
  "fmax_ev_per_a": 8.44,
  "total_charge": 0,
  "homo_ev": -7.476,
  "species": ["C", "C", "C", "N", "C", "C", "C", "C", "C", "C", "O", "O", "I", "H", "H", "H", "H", "H", "H", "H", "H", "H", "H", "H", "H", "H", "H", "H", "H", "C", "C", "O", "C", "C", "H", "H", "H", "H", "H", "H", "H", "H", "H", "H"],
  "xyz": [[-1.439, 0.923, -0.144], [-0.869, -0.448, 0.113], [-1.357, -1.254, 1.474], [-0.474, -1.028, 2.681], [0.998, -1.198, 2.378], [1.661, 0.321, 2.263], [1.379, 1.215, 3.635], [0.117, 2.265, 3.376], [2.715, 2.160, 3.900], [-0.921, -1.824, 3.891], [-1.812, -2.831, 3.883], [-0.379, -1.435, 5.211], [-1.821, -0.149, 5.927], [-0.832, 1.841, 0.258], [-2.478, 1.028, -0.676], [-0.113, -0.950, -0.661], [-1.544, -2.393, 1.257], [-2.423, -0.791, 1.748], [1.522, -1.733, 3.300], [1.238, -1.837, 1.427], [1.223, 0.922, 1.354], [2.824, 0.160, 2.149], [1.197, 0.555, 4.592], [0.582, 3.280, 2.979], [-0.627, 1.886, 2.539], [-0.404, 2.418, 4.414], [2.368, 3.240, 4.233], [3.325, 2.295, 2.899], [3.387, 1.740, 4.787], [-0.841, -2.293, -5.636], [-1.412, -1.359, -4.583], [-0.414, -0.731, -3.783], [0.517, 0.105, -4.464], [-0.132, 1.286, -5.165], [-0.163, -3.022, -5.181], [-1.646, -2.830, -6.148], [-0.272, -1.745, -6.392], [-2.036, -1.945, -3.899], [-2.067, -0.607, -5.033], [1.119, -0.486, -5.161], [1.206, 0.486, -3.704], [-0.771, 0.960, -5.992], [0.631, 1.954, -5.575], [-0.762, 1.850, -4.470]]
}



3.
{
  "formula": "C13H26MnN6S3",
  "method": "ωB97M-V/def2-TZVPD",
  "gap_ev": [8.61, 8.69],
  "relative_energy_kcal_mol": 17.6,
  "lumo_energy_ev": [-5.3, -5.3],
  "fmax_ev_per_a": 0.45,
  "total_charge": 2,
  "multiplicity": 6,
  "homo_ev": [-13.880, -13.967],
  "species": ["Mn", "N", "C", "C", "C", "N", "C", "C", "N", "C", "H", "H", "H", "H", "H", "H", "H", "H", "H", "H", "H", "H", "H", "H", "H", "H", "C", "S", "C", "H", "H", "H", "H", "H", "H", "S", "C", "N", "C", "C", "C", "N", "H", "H", "H", "H", "S", "C", "N"],
  "xyz": [[-0.313, 0.153, -0.508], [2.161, -1.667, 3.171], [1.329, -0.492, 2.700], [0.035, -0.400, 3.485], [-0.855, 0.693, 2.890], [-1.418, 0.269, 1.578], [-0.098, 2.014, 2.746], [1.275, 1.899, 2.082], [1.135, 1.647, 0.618], [2.115, 0.802, 2.736], [1.702, -2.547, 2.924], [2.312, -1.654, 4.181], [3.073, -1.676, 2.711], [1.105, -0.734, 1.669], [0.239, -0.138, 4.529], [-0.498, -1.357, 3.484], [-1.677, 0.852, 3.589], [-2.152, 0.933, 1.340], [-1.894, -0.622, 1.699], [0.038, 2.441, 3.742], [-0.715, 2.730, 2.193], [1.804, 2.841, 2.230], [2.056, 1.550, 0.196], [0.767, 2.503, 0.207], [2.336, 1.105, 3.764], [3.070, 0.701, 2.208], [-2.257, 2.491, -2.756], [-2.434, 1.504, -1.257], [-3.679, 0.296, -1.759], [-1.935, 1.866, -3.587], [-1.512, 3.260, -2.562], [-3.212, 2.963, -2.974], [-4.650, 0.783, -1.783], [-3.691, -0.509, -1.028], [-3.437, -0.102, -2.740], [0.857, -2.289, 0.154], [0.516, -2.242, -1.532], [1.270, -2.905, -2.429], [1.352, -2.344, -3.754], [-0.037, -2.059, -4.231], [-0.851, -1.570, -3.304], [-0.471, -1.464, -1.951], [2.010, -3.496, -2.086], [1.922, -2.998, -4.399], [-0.309, -2.194, -5.267], [-1.861, -1.265, -3.535], [1.538, 1.448, -2.541], [1.854, 0.016, -3.184], [2.085, -1.035, -3.656]]
}